A gas-phase ion, C4H9N2S2 (charge +1) at a distorted geometry. Source: the OMol25 dataset; level of theory: ωB97M-V with the def2-TZVPD basis set.

Properties
Total charge = +1
LUMO energy (spin up / spin down) = -5.15 / -5.94 eV
Frontier orbital gap (spin up / spin down) = 7.50 / 5.81 eV
ΔE to the lowest compared entry with this formula, charge and spin = 71.0 kcal per mole

XYZ file:
```
17
Properties=species:S:1:pos:R:3:nbo_charge:R:1
C -2.543 -0.561 0.273 0.1932
C -0.174 -0.204 0.482 0.2352
C 2.390 0.177 0.778 -0.5793
C 1.092 0.075 -0.095 -0.5099
N -1.314 -0.290 -0.172 -0.4697
N -3.429 -0.508 -0.744 -0.7972
S -3.324 -0.910 1.846 0.3733
S -2.065 -1.015 3.329 -0.1595
H -0.196 -0.391 1.513 0.2341
H 3.164 0.594 0.292 0.2334
H 2.764 -0.688 1.251 0.2288
H 2.168 0.856 1.537 0.2191
H 1.036 -0.642 -1.013 0.2444
H 1.140 1.121 -0.518 0.2830
H -1.199 -0.260 -1.206 0.4357
H -3.494 -1.040 -1.655 0.4304
H -4.373 -0.638 -0.384 0.4049
```

---

2 unconnected molecules or ions with the total composition C2H5INO2P at a distorted geometry. Source: the OMol25 dataset; level of theory: ωB97M-V with the def2-TZVPD basis set.

Properties
Total charge = 0
LUMO energy = -0.50 eV
Frontier orbital gap = 7.17 eV
ΔE to the lowest compared entry with this formula, charge and spin = 69.8 kcal per mole

XYZ file:
```
12
Properties=species:S:1:pos:R:3:nbo_charge:R:1
C -1.233 0.387 -1.360 0.9540
C -0.707 0.815 0.859 -0.4283
N -0.564 -0.005 -0.343 -0.6805
O -1.698 0.209 -2.387 -0.4388
O -1.983 2.297 -0.699 -1.0650
P 0.343 -1.609 -0.568 0.5751
I -3.023 2.795 -2.109 0.4301
H -0.009 1.613 0.583 0.2266
H -1.689 1.290 0.881 0.2838
H -0.501 0.292 1.862 0.2112
H 1.532 -0.975 -0.901 -0.0337
H 0.620 -1.413 0.751 -0.0344
```

---

C6H10 in the gas phase at a distorted geometry. Source: the OMol25 dataset; level of theory: ωB97M-V with the def2-TZVPD basis set.

Properties
Total charge = 0
LUMO energy = 1.16 eV
Frontier orbital gap = 9.82 eV
ΔE to the lowest compared entry with this formula, charge and spin = 6.6 kcal per mole

XYZ file:
```
16
Properties=species:S:1:pos:R:3:nbo_charge:R:1
C 2.204 0.109 -0.045 -0.6371
C 0.707 0.157 0.084 0.0216
C -0.082 1.237 0.081 -0.2067
C -1.537 0.883 -0.156 -0.4375
C -1.577 -0.637 0.197 -0.3958
C -0.103 -1.121 0.106 -0.4370
H 2.478 -0.503 -0.918 0.2152
H 2.629 1.107 -0.196 0.2172
H 2.692 -0.352 0.824 0.2150
H 0.295 2.258 0.095 0.2052
H -2.331 1.532 0.213 0.2157
H -1.786 1.065 -1.225 0.1987
H -1.976 -0.882 1.192 0.2069
H -2.224 -1.131 -0.526 0.2068
H 0.090 -1.730 -0.789 0.2036
H 0.195 -1.748 0.960 0.2084
```